Record 1
Formula: C2H8N6
Source: OMol25
Level of theory: ωB97M-V/def2-TZVPD

CARTESIAN COORDINATES (ANGSTROEM)
C (-0.584, -0.649, 0.584)
C (1.183, 0.871, -0.629)
H (-3.320, -0.406, 1.224)
H (-2.670, -1.739, 0.249)
H (-1.636, 0.596, -0.632)
H (0.497, -1.791, 1.563)
H (1.408, -0.667, 0.786)
H (3.134, 0.573, 0.089)
H (2.930, 1.507, -1.392)
H (0.630, 2.030, -2.004)
N (-2.873, -0.747, 0.291)
N (-1.642, 0.034, 0.270)
N (-0.600, -1.703, 1.275)
N (0.710, 0.082, 0.509)
N (2.544, 0.799, -0.751)
N (0.289, 1.211, -1.434)

E_HOMO, eV: -8.87
Structure (SMILES): [H]/N=C(\N)N/C(=N\[H])NN
Largest force on an atom, eV/A: 5.51
Energy relative to the best compared isomer or geometry (same formula, charge and spin), kJ/mol: 157.5
Multiplicity: 1

Record 2
Formula: C2H8N6
Source: OMol25
Level of theory: ωB97M-V/def2-TZVPD

CARTESIAN COORDINATES (ANGSTROEM)
C (0.652, -0.239, -0.005)
C (-0.816, 0.419, -0.083)
H (3.536, 0.311, -0.861)
H (3.646, 0.393, 0.661)
H (1.694, 1.629, 0.328)
H (1.551, -1.884, -0.341)
H (-1.989, 1.860, -0.265)
H (-1.139, -1.427, 0.442)
H (-3.271, -0.289, 1.005)
H (-3.705, -0.753, -0.355)
N (2.986, 0.017, -0.046)
N (1.701, 0.590, 0.261)
N (0.681, -1.563, -0.302)
N (-0.949, 1.753, -0.410)
N (-1.663, -0.682, -0.197)
N (-2.916, -0.133, 0.169)

E_HOMO, eV: -9.08
Structure (SMILES): [H]/N=C(NN)/C(=N/[H])NN
Largest force on an atom, eV/A: 8.06
Energy relative to the best compared isomer or geometry (same formula, charge and spin), kJ/mol: 407.1
Multiplicity: 1

Record 3
Formula: C2H8N7
Source: OMol25
Level of theory: ωB97M-V/def2-TZVPD

CARTESIAN COORDINATES (ANGSTROEM)
C (1.265, -0.775, 0.820)
C (-1.128, 2.334, -0.652)
N (-3.132, -0.951, -1.954)
N (-3.422, -1.925, -1.614)
N (-1.063, 1.126, -1.005)
N (-0.360, 0.092, -0.662)
N (1.709, -0.697, 2.077)
N (1.657, -1.726, -0.059)
N (0.235, 0.010, 0.583)
H (-1.631, 3.098, -1.130)
H (-0.463, 2.596, 0.202)
H (-1.815, 0.855, -1.564)
H (2.417, -1.306, 2.469)
H (1.416, 0.140, 2.528)
H (2.453, -2.266, -0.120)
H (1.584, -1.423, -1.039)
H (0.278, 0.816, 1.120)

Charge: +1
E_HOMO, eV: -11.89
Largest force on an atom, eV/A: 4.86
Energy relative to the best compared isomer or geometry (same formula, charge and spin), kJ/mol: 67.9
Multiplicity: 1

energy relative to the best compared isomer or geometry (same formula, charge and spin) of number 1 (C2H8N6)? 157.5 kJ/mol